1.
18
Properties=species:S:1:pos:R:3:forces:R:3:nbo_charge:R:1 method="wB97M-V/def2-TZVPD" homo_ev=-9.5 smiles="CNC(=O)C(C)C" e_lumo_ha=0.03249
C 2.751434 0.459080 -0.203745 0.1 -0.1 0.1 -0.412
N 1.523430 -0.275314 -0.467157 -0.1 0.0 -0.1 -0.625
C 0.485801 -0.119867 0.417873 0.0 0.2 0.0 0.687
O 0.672080 0.024523 1.612129 -0.1 0.1 -0.3 -0.613
C -0.902966 -0.073136 -0.215676 0.0 -0.1 0.0 -0.304
C -1.551087 -1.451150 -0.092691 -0.1 -0.1 0.0 -0.599
C -1.717341 1.045795 0.436963 0.0 0.0 0.0 -0.598
H 2.505917 1.517039 -0.103257 0.2 0.2 0.0 0.186
H 3.456346 0.322593 -1.029681 -0.2 0.0 0.2 0.203
H 3.200160 0.135791 0.735196 0.0 -0.1 -0.2 0.221
H 1.253868 -0.336084 -1.436059 0.0 0.1 0.1 0.380
H -0.784458 0.169901 -1.281384 0.0 -0.1 0.2 0.190
H -1.669605 -1.714597 0.962062 0.0 0.0 -0.1 0.219
H -0.928211 -2.216170 -0.570615 -0.1 0.1 0.1 0.210
H -2.536101 -1.480382 -0.565464 0.1 0.1 0.0 0.210
H -2.716238 1.097920 -0.009412 0.1 0.0 0.1 0.206
H -1.813689 0.875626 1.512907 0.0 0.0 -0.2 0.228
H -1.229342 2.018440 0.298016 -0.1 -0.2 0.0 0.211

2.
18
Properties=species:S:1:pos:R:3:forces:R:3:nbo_charge:R:1 method="wB97M-V/def2-TZVPD" homo_ev=-9.1 e_lumo_ha=0.02722
C -1.344560 -1.253038 2.329010 -3.2 7.1 -0.2 -0.399
N -0.743129 -0.869391 1.101062 2.0 -2.7 -1.2 -0.633
C -0.238442 0.252813 0.504370 -1.7 1.4 2.5 0.655
O -0.534085 1.295789 1.068711 0.7 0.8 0.1 -0.632
C 0.244351 0.314191 -0.938767 -1.7 0.8 0.4 -0.299
C 0.914996 1.674666 -1.184779 -0.1 0.2 0.0 -0.602
C 1.188233 -0.795468 -1.478299 -0.8 -0.1 0.0 -0.618
H -1.011947 -1.040908 3.322256 1.2 -0.5 0.3 0.226
H -2.351335 -1.603553 2.241383 -0.2 -1.1 -0.2 0.220
H -2.008361 0.224570 2.400185 1.3 -3.1 0.2 0.153
H -0.491341 -1.676122 0.608915 0.5 -1.4 -1.1 0.367
H -0.932140 0.525507 -1.189858 2.7 -1.3 -1.2 0.255
H 1.874201 1.737640 -0.648867 -0.2 0.0 -0.2 0.207
H 0.275419 2.498657 -0.862777 0.2 -0.2 0.1 0.240
H 1.083822 1.825170 -2.257233 0.1 -0.2 0.2 0.205
H 1.420980 -0.626037 -2.538016 -0.1 0.1 0.3 0.224
H 2.142539 -0.789543 -0.910074 -0.6 0.2 -0.3 0.221
H 0.778515 -1.806464 -1.426894 -0.1 0.0 0.1 0.209

3.
18
Properties=species:S:1:pos:R:3:forces:R:3:nbo_charge:R:1 method="wB97M-V/def2-TZVPD" homo_ev=-8.8 smiles="CCN[C@H](C)C=O" e_lumo_ha=0.03557
C 0.721659 -2.324753 -0.269427 -1.1 -1.7 -3.7 -0.649
C -0.302848 -1.324819 -0.851363 -0.9 0.3 2.4 -0.217
N -0.655406 -0.417129 0.275554 -0.1 1.5 -2.1 -0.627
C 1.034617 1.693550 0.379324 -2.2 -0.2 4.4 -0.614
C -0.369891 1.038164 0.074661 0.5 -2.7 1.5 -0.170
C -1.520977 1.779504 0.659784 0.1 -2.2 -2.4 0.439
O -1.222981 2.892720 0.841203 -1.6 4.5 1.9 -0.517
H 0.769560 -2.217580 0.773415 1.4 0.8 1.2 0.209
H 0.412501 -3.408970 -0.293731 -0.1 1.0 -0.6 0.212
H 1.516481 -2.244424 -1.033208 0.8 -0.2 1.6 0.233
H -0.068986 -0.695848 -1.689764 1.0 -0.1 -0.5 0.180
H -1.224381 -1.777708 -1.122635 -0.8 -0.9 -0.4 0.185
H -0.244131 -0.815895 1.055584 0.8 -0.1 2.0 0.346
H 0.929138 2.498553 1.270477 0.5 -1.9 -2.3 0.237
H 1.503687 2.054184 -0.466471 0.7 1.2 -1.7 0.207
H 1.608161 0.858166 0.706898 0.9 -0.5 0.6 0.204
H -0.323843 1.133797 -0.956105 -1.1 0.4 -2.3 0.212
H -2.562367 1.278480 0.645799 1.2 0.7 0.5 0.131

4.
18
Properties=species:S:1:pos:R:3:forces:R:3:nbo_charge:R:1 method="wB97M-V/def2-TZVPD" homo_ev=-8.8 e_lumo_ha=0.04121
C -0.852357 -2.128224 -1.739611 -0.2 -0.3 -0.1 -0.249
O -0.097202 -0.948371 -1.656932 0.0 0.0 -0.2 -0.526
C -0.528881 -0.114694 -0.633059 0.1 0.0 -0.1 0.099
C -0.004201 -0.375935 0.794390 -0.8 -0.2 0.4 -0.260
N 0.018482 1.070382 0.937798 0.3 0.2 0.2 -0.420
C 0.903953 1.693854 1.880817 0.1 0.1 0.0 -0.408
C 0.297495 1.164490 -0.488757 -0.7 0.5 -0.3 -0.235
H -0.462239 -2.689958 -2.589300 -0.1 0.0 0.1 0.195
H -1.918205 -1.908855 -1.909659 0.2 0.0 0.0 0.165
H -0.767393 -2.737850 -0.826861 0.0 0.1 -0.1 0.165
H -1.616430 0.044829 -0.670345 0.2 0.1 0.0 0.176
H -0.637599 -0.866517 1.561254 0.7 -0.2 -0.5 0.198
H 1.019794 -0.759290 0.606351 -0.3 -0.4 0.7 0.167
H 1.963893 1.402629 1.756289 -0.1 0.0 0.0 0.162
H 0.577061 1.430520 2.892672 0.1 0.2 -0.1 0.201
H 0.824575 2.776986 1.738291 0.1 -0.1 0.2 0.201
H 1.334612 0.837581 -0.711566 -0.1 0.7 -0.2 0.170
H -0.055358 2.108423 -0.941771 0.5 -0.5 -0.1 0.199

5.
18
Properties=species:S:1:pos:R:3:forces:R:3:nbo_charge:R:1 method="wB97M-V/def2-TZVPD" homo_ev=-8.9 smiles=OC[C@H]1CCCN1 e_lumo_ha=0.03838
N 0.247687 0.191591 1.232569 -0.1 0.2 -0.4 -0.629
C -0.209896 -1.194490 1.449711 0.0 0.2 0.1 -0.223
C -1.130074 -1.478511 0.273579 -0.2 -0.2 0.0 -0.414
C -0.341507 -0.821864 -0.847385 -0.1 0.3 -0.3 -0.412
C 0.013981 0.515061 -0.211859 -0.1 0.4 0.3 -0.089
C 1.154958 1.320171 -0.831202 0.4 0.1 -0.3 -0.071
O 0.659323 2.512151 -1.456904 0.0 -0.2 -0.1 -0.733
H -0.311891 0.836479 1.774092 0.1 -0.1 0.2 0.357
H 0.661996 -1.841310 1.446654 0.1 -0.3 -0.1 0.179
H -0.682072 -1.320479 2.416520 -0.1 0.1 0.2 0.197
H -1.421425 -2.512066 0.108600 0.3 -0.3 0.0 0.214
H -2.070008 -0.946040 0.438062 0.0 0.2 -0.1 0.194
H -0.881994 -0.704058 -1.789317 0.0 0.0 0.1 0.221
H 0.579176 -1.365250 -1.057704 0.1 -0.2 0.0 0.199
H -0.847730 1.190283 -0.309247 0.0 -0.2 0.1 0.192
H 1.712127 0.765673 -1.596871 -0.2 -0.1 0.1 0.167
H 1.877359 1.582060 -0.061409 0.0 -0.1 0.2 0.182
H 0.989990 3.270599 -0.977887 0.0 0.1 0.1 0.470

6.
18
Properties=species:S:1:pos:R:3:forces:R:3:nbo_charge:R:1 method="wB97M-V/def2-TZVPD" homo_ev=-9.5 smiles="CC[C@@H](C)NC=O" e_lumo_ha=0.03191
C -2.030606 0.308546 -0.960261 0.0 0.0 0.0 -0.619
C -0.888151 -0.489218 -0.329296 -0.1 -0.4 0.3 -0.385
C 0.505146 0.157559 -0.064410 0.8 -0.3 -0.3 -0.126
C 0.355858 1.602691 0.485232 0.3 -0.1 -0.2 -0.630
N 0.953477 -0.722228 1.003031 0.2 -0.3 0.3 -0.615
C 2.125798 -1.341772 0.722062 0.4 -0.3 0.1 0.521
O 2.825040 -1.080467 -0.256667 0.0 -0.2 0.8 -0.613
H -2.037247 1.360469 -0.653713 0.1 -0.2 0.0 0.210
H -2.005151 0.279134 -2.054539 0.1 0.0 0.2 0.212
H -2.985283 -0.126152 -0.643921 0.1 0.1 -0.1 0.213
H -1.200582 -0.871148 0.706145 -0.3 0.9 -1.3 0.155
H -0.739276 -1.431546 -0.864458 0.0 0.1 -0.2 0.213
H 1.560703 -0.102033 -0.769641 -3.6 1.6 0.7 0.296
H 0.158200 2.340086 -0.301413 0.1 -0.2 0.0 0.214
H -0.458863 1.717690 1.227928 0.3 -0.4 -0.3 0.201
H 1.276251 1.897340 0.996440 0.0 0.0 -0.1 0.220
H 0.150846 -1.183559 1.485397 1.9 0.2 0.0 0.398
H 2.451560 -2.086851 1.442216 -0.1 -0.3 0.2 0.135

For each record above, in turn, the calculated energy above the lowest of the compared OMol25 structures with the same formula, charge and spin values are 28.9, 412.9, 348.5, 252.8, 125.6, 182.2 kJ/mol.
For each record above, in turn, the calculated E values are -327.1203, -326.9741, -326.9986, -327.0351, -327.0835, -327.0619 Ha.